C17H45IrN2O2SSi3 as an isolated structure, computed with the ωB97M-V functional and the def2-TZVPD basis.

Summary:
<S²>   0.758
Max |F|   0.3 eV Å⁻¹
Net charge   +3
Gap between HOMO and LUMO (alpha / beta)   6.56 / 6.31 eV
Relative energy (zero: lowest compared OMol25 entry of this formula, charge and spin)   19.3 kJ/mol
E_HOMO (alpha / beta)   -0.672 / -0.672 Eh
2S+1   2

```
71
Properties=species:S:1:pos:R:3:lowdin_spin:R:1
H 4.7812 -0.1989 1.8441 0.000
H -1.5789 4.1200 1.0517 0.000
H -2.7615 4.4278 -2.1949 0.000
O -0.3782 -2.5672 0.3476 0.061
H -0.3284 3.0383 0.3956 0.000
N -2.1390 3.0682 -0.6815 0.001
H 1.6312 2.8997 -0.2724 0.000
H -0.1818 -3.6825 -2.3428 0.000
H -0.3621 -1.5839 4.1363 0.000
H -1.3109 -4.3207 -0.2696 0.000
H 2.4796 2.8744 -1.8081 0.000
C -2.2789 1.7564 -0.6814 0.006
H 3.2563 2.2258 -0.3763 0.000
H 4.4632 0.3601 0.2107 0.000
C 2.3005 2.3048 -0.8894 0.002
C 0.2219 0.9962 -2.6678 0.002
H -2.2081 0.8969 4.2685 0.000
H -3.1110 0.6959 -3.6012 0.000
C 1.1470 -0.6265 -0.0076 0.012
H 2.2809 -1.3469 3.7230 0.000
H -0.3949 1.8482 -2.3831 0.000
C 2.1293 -1.7449 2.7160 -0.002
H -0.6992 -4.3249 1.4079 0.001
C -3.5597 -0.2403 -1.2201 0.000
Ir -0.7644 -0.5957 0.5186 0.776
H 0.8667 1.5600 2.0736 0.001
H -0.7122 4.5615 -0.4279 0.000
C -1.3212 -1.8637 3.7082 -0.001
H 2.0010 -4.6568 -0.4922 0.002
H 2.5301 2.1046 1.9163 0.000
H -2.5924 2.3321 -3.2038 0.000
H -2.1807 -3.4053 0.9746 0.000
C 4.1824 -0.3890 0.9474 -0.001
H -3.2951 4.7882 -0.5463 0.000
H 2.0454 1.2269 3.3493 0.000
H -1.2753 -2.8365 3.2264 0.000
Si 1.6104 0.6799 -1.4637 0.000
C -1.5413 0.8927 3.4053 0.002
H 2.5121 -1.0769 -2.9991 0.000
C -1.1242 3.7291 0.1405 0.000
C 2.9262 -0.3678 -2.2844 -0.008
H 1.1377 -2.1991 2.6796 0.000
H -3.8796 -0.2682 -0.1799 0.000
H 3.6107 -0.8789 -1.6082 0.000
C -3.2768 1.5366 -2.9288 0.001
H 0.6918 1.2646 -3.6191 0.000
S -1.8776 -0.6354 2.5226 0.008
H 3.5327 0.3390 -2.8627 -0.002
O -1.7143 1.1047 0.3370 0.094
H -0.2206 -1.9704 -2.7651 0.000
H -2.0937 -1.8842 4.4789 0.000
H 2.8613 -2.5425 2.5969 0.000
H 2.5986 -3.6961 0.8707 0.000
C 1.9073 1.2824 2.2668 0.001
H -0.4172 0.1343 -2.8667 0.000
Si 2.4104 -0.3491 1.4940 -0.001
C -3.1293 3.9908 -1.2683 0.000
H -4.3063 1.8740 -3.0350 0.000
H -4.0736 3.4847 -1.4369 0.000
H -2.8507 -1.0483 -1.4269 0.000
H -1.7884 1.7170 2.7437 0.000
N -3.0039 1.0711 -1.5591 0.001
C 2.3426 -3.6635 -0.1834 0.018
C -1.2005 -3.7374 0.6419 0.000
H -4.4339 -0.4035 -1.8460 0.000
Si 1.0485 -2.4523 -0.6660 0.023
H -0.5017 0.9238 3.7221 0.001
H 4.4801 -1.3707 0.5749 0.000
H 3.2529 -3.4659 -0.7567 0.000
H 1.2121 -2.9516 -3.0942 0.000
C 0.4156 -2.7650 -2.3742 0.000
```